Entry 1:
Below is a cluster of 10 separate species, C30H56Cl8O18 in total, with properties calculated with ωB97M-V/def2-TZVPD.

The geometry in XYZ format:
```
112
Properties=species:S:1:pos:R:3:mulliken_charge:R:1
Cl 1.093 -5.428 -1.581 -0.190
C -0.301 -6.147 -2.534 -0.420
C -0.713 -7.500 -1.958 -0.402
Cl -1.560 -7.452 -0.443 -0.160
H 0.017 -6.146 -3.576 0.313
H -1.090 -5.396 -2.499 0.250
H 0.191 -8.095 -1.825 0.304
H -1.338 -8.097 -2.623 0.312
Cl -7.535 2.739 0.032 -0.198
C -7.109 1.533 1.292 -0.409
C -5.801 1.896 1.934 -0.317
Cl -5.929 3.528 2.746 -0.189
H -7.164 0.503 0.940 0.281
H -7.925 1.598 2.011 0.326
H -4.944 1.908 1.262 0.305
H -5.640 1.122 2.685 0.202
Cl 0.427 -4.036 6.645 -0.205
C 1.879 -3.734 5.763 -0.363
C 2.429 -2.442 6.321 -0.451
Cl 3.875 -2.029 5.461 -0.200
H 1.577 -3.782 4.717 0.268
H 2.587 -4.546 5.929 0.310
H 2.580 -2.521 7.398 0.340
H 1.705 -1.637 6.194 0.306
Cl 0.539 5.514 7.553 -0.196
C -0.321 4.152 8.323 -0.391
C 0.743 3.147 8.594 -0.482
Cl 0.122 1.619 9.065 -0.195
H -1.074 3.816 7.610 0.320
H -0.591 4.341 9.362 0.307
H 1.442 3.494 9.354 0.333
H 1.266 2.975 7.653 0.308
C 0.136 0.669 -0.102 -0.168
C 0.469 -0.691 0.550 -0.223
O 0.450 -0.433 1.990 -0.304
C 0.222 0.932 2.091 0.687
O 0.005 1.517 3.158 -0.644
O 0.377 1.529 1.016 -0.268
H -0.877 0.876 -0.447 0.253
H 0.893 1.024 -0.802 0.133
H 1.457 -1.049 0.258 0.266
H -0.326 -1.383 0.272 0.261
C 0.093 6.198 2.847 -0.166
C -1.346 5.903 3.287 -0.262
O -1.872 7.216 3.564 -0.318
C -1.025 8.107 2.981 0.677
O -1.265 9.329 3.138 -0.616
O 0.067 7.544 2.558 -0.318
H 0.345 5.678 1.923 0.169
H 0.778 6.054 3.682 0.273
H -1.235 5.148 4.065 0.269
H -1.910 5.431 2.483 0.285
C -2.684 -2.397 -6.798 -1.034
C -2.628 -1.455 -5.572 -0.192
O -1.587 -0.470 -5.802 -0.326
C -0.277 -0.624 -5.296 0.726
O 0.062 -1.495 -4.561 -0.551
O 0.529 0.364 -5.755 -0.322
C 1.914 0.394 -5.273 -0.475
H -2.825 -1.832 -7.719 0.276
H -3.449 -3.167 -6.697 0.369
H -1.716 -2.897 -6.829 0.273
H -2.624 -2.000 -4.628 0.302
H -3.527 -0.843 -5.500 0.263
H 2.399 -0.574 -5.401 0.308
H 1.889 0.594 -4.202 0.165
H 2.427 1.084 -5.943 0.220
C 9.306 -5.160 -4.435 -1.016
C 9.086 -3.582 -4.363 -0.228
O 8.077 -3.350 -3.412 -0.300
C 8.262 -3.326 -2.097 0.763
O 9.334 -3.491 -1.453 -0.603
O 7.057 -3.244 -1.525 -0.302
C 6.828 -3.404 -0.110 -0.595
H 8.297 -5.478 -4.698 0.292
H 9.536 -5.616 -3.473 0.279
H 10.004 -5.534 -5.184 0.359
H 8.675 -3.279 -5.326 0.251
H 10.015 -3.020 -4.264 0.331
H 7.659 -2.861 0.341 0.314
H 6.922 -4.485 -0.006 0.282
H 5.804 -3.095 0.100 0.173
C 2.499 6.996 -2.682 -1.117
C 1.609 6.371 -1.634 -0.281
O 0.762 5.331 -2.249 -0.280
C -0.590 5.485 -2.418 0.771
O -1.323 6.165 -1.659 -0.616
O -0.981 4.624 -3.355 -0.299
C -2.377 4.268 -3.529 -0.596
H 1.909 7.782 -3.153 0.303
H 3.056 6.333 -3.344 0.312
H 3.293 7.386 -2.046 0.333
H 0.980 7.155 -1.213 0.319
H 2.078 5.927 -0.756 0.358
H -2.556 3.440 -2.843 0.235
H -2.547 3.884 -4.535 0.245
H -3.010 5.154 -3.482 0.317
C -4.988 -2.929 3.476 -1.086
C -3.889 -3.214 2.405 -0.234
O -4.324 -3.789 1.165 -0.327
C -4.676 -3.080 0.199 0.798
O -4.466 -1.885 0.133 -0.587
O -5.343 -3.855 -0.743 -0.337
C -5.967 -3.364 -1.807 -0.695
H -5.352 -3.864 3.902 0.333
H -5.878 -2.475 3.040 0.275
H -4.590 -2.337 4.300 0.353
H -3.010 -3.729 2.793 0.397
H -3.363 -2.297 2.139 0.246
H -5.362 -2.627 -2.335 0.283
H -6.977 -2.977 -1.680 0.300
H -6.249 -4.134 -2.526 0.278
```

Computed properties:
structure (SMILES) = CCOC(=O)OC.CCOC(=O)OC.CCOC(=O)OC.CCOC(=O)OC.O=C1OCCO1.O=C1OCCO1.ClCCCl.ClCCCl.ClCCCl.ClCCCl
E_tot = -169049.3631 eV

=====

Entry 2:
Below is a structure of composition C2H5FS, with properties calculated with ωB97M-V/def2-TZVPD.

The geometry in XYZ format:
```
9
Properties=species:S:1:pos:R:3:mulliken_charge:R:1
C -0.467 1.316 -0.323 -0.007
C -1.684 0.997 0.153 -0.390
F 0.060 2.480 0.019 -0.240
S -2.682 -0.441 0.021 -0.132
H -0.161 -1.403 1.028 0.143
H 0.289 0.750 -0.897 0.333
H -2.114 1.586 0.936 0.273
H -1.764 -0.938 -0.895 0.137
H -0.140 -0.621 1.180 -0.115
```

Computed properties:
E_tot = -15705.4201 eV

=====

E_HOMO readings, ordered: -10.216, -8.718 eV
Kohn-Sham gap readings, ordered: 0.371, 0.353 hartree
M readings, ordered: 988.384, 80.127 u